Version P
Here is a cluster of 2 separate species, C2H9NS2 in total from OMol25. Energies are from the ωB97M-V functional and the def2-TZVPD basis.

```
14
Properties=species:S:1:pos:R:3:mulliken_charge:R:1
N 1.1207 0.7279 1.2256 -0.391
H 0.3014 0.7884 0.6327 0.096
S -1.5841 -0.6419 -0.8907 -0.112
H -0.7725 -0.5280 0.1776 0.114
H 1.1102 -2.2181 1.8830 0.247
H 2.3169 0.3960 2.8521 0.301
C 1.4939 -0.1056 2.3262 -0.393
H 2.4882 -2.0736 2.7658 0.342
H 0.7631 -0.1014 3.1389 0.323
S -0.7184 1.0046 -1.9264 -0.240
C 1.9512 -1.5191 1.9933 -0.946
H 1.9326 0.9000 0.6536 0.201
H 2.5229 -1.4890 1.0686 0.259
H -1.6130 1.8891 -1.4943 0.200
```

Total charge: 0
Gap between HOMO and LUMO: 9.04 eV
Highest occupied orbital energy: -8.969 eV


Version Q
Here is a cluster of 2 separate species, C2H9NS2 in total from OMol25. Energies are from the ωB97M-V functional and the def2-TZVPD basis.

```
14
Properties=species:S:1:pos:R:3:mulliken_charge:R:1
H -3.1220 1.6570 3.1913 0.155
N 2.0138 -0.3982 -3.8610 -0.473
H 3.0080 -0.3200 -4.0075 0.193
S -2.1573 0.8184 2.7588 -0.221
C 1.2223 0.1284 -4.9600 -0.621
H -0.9067 -0.4846 6.2183 0.284
H -2.1969 -0.8214 5.1075 0.287
H 0.3403 0.6403 -4.5821 0.255
C -1.1333 -0.6101 5.1630 -0.760
H 1.7437 0.8623 -5.5536 0.244
H 0.8181 -0.6731 -5.5888 0.200
H -0.5737 -1.4754 4.8359 0.291
H 1.7085 -0.1858 -2.9254 0.201
S -0.7649 0.8623 4.2036 -0.036
```

Total charge: 0
Gap between HOMO and LUMO: 9.47 eV
Highest occupied orbital energy: -8.835 eV


On energetic grounds, version Q is preferred over the next structure by 0.202 eV.